Computed, not measured: C22H41Cl12IN3OP as an isolated structure in a non-equilibrium geometry, with wB97M-V/def2-TZVPD.

XYZ file:
```
81
Properties=species:S:1:pos:R:3:forces:R:3:mulliken_charge:R:1
C -3.830849 1.712542 2.878807 -0.13 0.87 -1.30 -1.0449
C -3.024932 1.269362 1.542325 0.43 -0.92 1.10 -0.3714
C -1.800202 0.302747 1.925804 -0.58 -1.24 -0.60 -0.0787
C -1.143476 -0.306256 0.560245 0.48 2.52 0.40 -0.8429
N -0.388254 -1.562691 0.759215 -1.02 -0.07 -1.28 0.3185
C -1.160861 -2.823844 0.800642 2.91 -1.94 -1.00 -0.1581
I -3.313787 -2.748808 0.705425 0.29 0.23 -0.28 0.2188
C -0.667311 -3.727038 -0.473673 0.30 -2.03 -3.78 0.1229
N -0.351071 -4.366759 -1.463331 -1.81 3.87 5.76 -0.5613
C -0.613831 -3.664607 2.119012 0.13 -0.56 -0.08 1.3915
C 0.397301 -4.816837 1.605536 1.92 -1.10 0.65 -0.3957
N 1.236680 -5.632207 1.356222 -3.72 3.54 1.07 -0.5186
C 0.028144 -2.708162 3.235137 0.65 -0.32 0.80 -0.4673
C 1.604515 -2.437839 3.091549 0.08 1.29 0.71 -1.0391
P -2.017862 -4.632220 3.001224 -0.47 -4.33 -1.72 0.0739
O -2.567552 -5.809871 2.152851 1.13 2.95 1.46 -0.6004
H -3.111580 2.108781 3.673263 -1.07 -0.64 -1.02 0.2776
H -4.515803 0.895524 3.286124 1.22 0.94 -0.52 0.2664
H -4.521308 2.575346 2.543410 1.01 -1.24 0.80 0.3404
H -3.732972 0.647496 0.876869 1.11 1.19 0.83 0.1923
H -2.586243 2.162071 0.974001 -0.94 -1.16 0.76 0.2849
H -2.205882 -0.589947 2.545342 0.48 1.47 -0.94 0.0699
H -0.998395 0.789688 2.582278 -1.09 -0.46 -1.08 0.3248
H -0.354726 0.494964 0.269613 -1.13 -1.44 0.27 0.3145
H -1.883985 -0.295317 -0.321834 0.84 -0.33 1.42 0.2795
H 0.286659 -1.649621 -0.021837 -0.47 0.12 0.63 -0.0117
H -0.133075 -3.241037 4.251918 0.24 0.77 -1.58 0.5031
H -0.495363 -1.690798 3.340883 0.47 -1.82 -0.62 0.0025
H 2.061718 -2.724181 2.089125 -0.70 0.08 1.47 0.2741
H 2.167689 -2.881121 3.997960 -0.81 0.40 -1.77 0.3143
H 1.755227 -1.293305 3.191581 -0.19 -1.82 -0.26 0.2349
H -1.360617 -5.257000 4.137662 -0.17 1.05 -0.48 0.1168
H -3.024467 -3.780979 3.554244 0.86 0.14 -0.18 0.1954
Cl -4.466284 -6.077574 4.621718 -0.21 0.03 0.31 -0.1911
C -3.841757 -7.732967 4.823774 0.10 -0.26 -0.07 -0.4234
C -4.251203 -8.340329 6.150173 -0.11 -0.12 -0.19 -0.4136
Cl -3.444167 -7.551580 7.528776 -0.01 0.04 0.03 -0.1917
H -2.756406 -7.701152 4.713303 -0.15 0.06 0.04 0.3043
H -4.248992 -8.325301 4.002269 0.00 0.07 0.10 0.3062
H -3.966426 -9.394120 6.176741 0.04 0.13 -0.06 0.3160
H -5.329522 -8.275028 6.306103 0.16 0.10 -0.01 0.3096
Cl 0.976533 -0.123760 -5.227886 0.00 0.10 0.00 -0.1533
C 1.584598 -1.784993 -5.019436 0.10 -0.27 0.06 -0.5488
C 1.157949 -2.389386 -3.695569 -0.16 -0.20 -0.22 -0.6162
Cl 1.963209 -1.606161 -2.312040 -0.09 -0.01 -0.07 -0.1013
H 2.671333 -1.763093 -5.119414 -0.14 0.09 0.10 0.3371
H 1.179313 -2.374003 -5.844469 -0.04 0.03 0.15 0.3502
H 1.432855 -3.445547 -3.665604 -0.01 0.12 -0.01 0.3376
H 0.079256 -2.315373 -3.547614 0.17 0.05 -0.02 0.3421
Cl 3.602411 0.340948 -0.440169 0.00 0.12 0.11 -0.0869
C 5.370591 0.304630 -0.223820 0.33 0.02 0.11 -0.5634
C 6.095510 1.045398 -1.328523 -0.03 0.06 0.02 -0.2698
Cl 5.974326 0.204538 -2.894937 -0.05 -0.07 -0.03 -0.1881
H 5.683995 -0.739303 -0.166050 -0.11 0.11 -0.11 0.3740
H 5.580090 0.775876 0.738652 0.01 0.05 -0.14 0.2823
H 7.158601 1.117004 -1.089009 -0.11 -0.05 0.04 0.3598
H 5.706604 2.056922 -1.455689 -0.01 -0.43 -0.09 0.0815
Cl -1.043089 2.074394 -2.623494 -0.03 -0.09 0.11 -0.0746
C -1.047446 2.845558 -4.229704 0.01 0.13 -0.24 -0.6300
C -1.506293 4.288248 -4.170094 0.31 -0.20 -0.14 0.0143
Cl -3.237705 4.428223 -3.772994 -0.05 0.04 0.04 -0.2148
H -1.679297 2.248724 -4.890016 0.01 0.07 0.17 0.3468
H -0.023077 2.797448 -4.604888 -0.07 0.08 0.09 0.2834
H -1.365907 4.761907 -5.144550 -0.05 -0.24 0.28 0.0341
H -0.942391 4.858351 -3.431006 -0.14 -0.15 -0.07 0.1939
Cl 3.198071 5.391741 -0.942969 0.03 -0.01 -0.03 -0.1869
C 3.419632 4.228427 0.387869 -0.02 -0.14 0.12 -0.1439
C 4.754397 4.404151 1.084706 -0.27 0.07 0.23 -0.4549
Cl 6.122678 3.927783 0.046950 0.08 0.33 0.19 -0.1782
H 3.307948 3.221787 -0.019753 0.08 0.14 0.00 -0.0121
H 2.606439 4.400647 1.095864 0.14 0.03 -0.01 0.3370
H 4.793899 3.769289 1.972383 -0.04 0.00 -0.13 0.2923
H 4.911195 5.437665 1.398659 0.00 -0.12 -0.16 0.3821
Cl -1.183711 6.831858 -6.405583 0.04 0.22 -0.18 -0.1940
C -1.370905 8.312057 -5.430370 -0.05 0.25 0.13 -0.4606
C -0.144385 8.604110 -4.588380 -0.04 0.18 -0.17 -0.4400
Cl 0.072485 7.418731 -3.277156 0.06 0.02 0.01 -0.1395
H -2.265008 8.200240 -4.814321 0.17 -0.10 -0.04 0.3147
H -1.541767 9.131056 -6.131845 0.10 -0.07 0.06 0.3465
H -0.246469 9.583187 -4.115830 -0.08 -0.11 -0.05 0.3030
H 0.764757 8.610697 -5.192351 -0.14 -0.11 0.06 0.3009
```
Positions in Å, forces in eV/Å.

Its net charge is 0. Its frontier orbital gap is 9.22 eV.

---

Computed, not measured: C22H41ClNP3RuSe as an isolated structure in a non-equilibrium geometry, with wB97M-V/def2-TZVPD.

XYZ file:
```
70
Properties=species:S:1:pos:R:3:forces:R:3:nbo_charge:R:1
Ru 0.231341 0.349775 0.330185 -0.86 -1.90 1.49 0.1384
P 2.483372 -0.074291 0.427982 2.78 -1.92 -0.53 1.0077
P 0.139227 1.896665 1.960720 -0.70 2.36 2.55 1.0289
P 0.513051 1.858387 -1.156626 0.15 2.16 -2.17 1.2041
H 0.554749 -4.155603 -1.564793 0.88 0.81 0.22 0.2450
C 0.999273 -3.168225 -1.870237 0.07 0.62 0.26 -0.7017
C 2.214091 -3.247184 -2.737778 -0.37 -1.71 -0.47 -0.2998
H 2.867048 -4.119844 -2.527276 -0.08 0.98 -0.34 0.1979
C 3.034016 -1.725416 1.060798 -0.24 -0.04 0.36 -0.9344
C 3.521804 0.976409 1.501020 -0.26 0.23 -0.21 -0.9414
C 3.477504 -0.165597 -1.128756 0.13 0.38 0.04 -0.9367
C -1.602026 2.346683 2.249041 -0.68 -0.16 -0.30 -0.9479
C 0.590437 1.606948 3.721868 0.07 -0.65 0.15 -0.9458
C 0.871719 3.560535 1.857227 0.21 0.17 -0.29 -0.9502
C 0.517973 0.941955 -2.725405 0.09 0.18 -0.18 -0.9721
C 1.911703 3.019017 -1.226071 0.02 -0.16 -0.07 -0.9642
C -0.839293 3.047431 -1.404416 -0.42 -0.15 -0.13 -0.9569
H 0.176134 -2.706912 -2.459995 0.44 0.36 0.72 0.1945
H 2.080902 -2.931262 -3.774916 0.50 -0.03 0.29 0.1862
H 2.446638 -2.537667 0.632864 0.02 0.03 0.09 0.2482
H 2.950789 -1.774970 2.147374 -0.02 -0.03 -0.12 0.2447
H 4.089165 -1.904013 0.821733 -0.23 0.25 -0.12 0.2666
H 3.098601 1.057652 2.497203 0.00 -0.02 0.08 0.2384
H 3.627266 1.972768 1.081199 0.08 0.14 0.01 0.2505
H 4.508075 0.516133 1.584639 -0.06 0.01 -0.09 0.2783
H 3.098738 -0.960948 -1.788372 0.08 0.20 0.20 0.2647
H 4.520189 -0.403072 -0.855799 -0.44 0.06 -0.06 0.2677
H 3.492518 0.791610 -1.655898 -0.01 -0.32 -0.11 0.2364
H -1.694293 2.988028 3.131910 0.07 -0.11 -0.11 0.2699
H -2.204907 1.435878 2.403848 0.15 0.37 0.03 0.2465
H -2.004426 2.891328 1.382900 0.06 -0.17 0.24 0.2431
H 0.276558 2.476927 4.304882 -0.01 -0.01 -0.23 0.2687
H 1.674841 1.510420 3.853086 -0.28 -0.11 0.08 0.2448
H 0.067944 0.732029 4.139628 0.27 0.40 -0.11 0.2541
H 0.653153 4.094767 2.786775 -0.04 -0.14 -0.12 0.2715
H 0.441991 4.136193 1.032367 0.21 -0.06 0.16 0.2423
H 1.960325 3.491293 1.761484 -0.20 0.15 -0.06 0.2531
H 0.519559 1.678563 -3.538538 0.06 -0.37 -0.08 0.2660
H -0.387244 0.318493 -2.768654 0.24 0.23 -0.08 0.2358
H 1.392462 0.283716 -2.781300 -0.19 0.19 -0.15 0.2654
H 1.844587 3.537700 -2.193058 0.24 -0.09 0.28 0.2711
H 2.861701 2.491542 -1.128956 -0.08 0.31 -0.15 0.2454
H 1.835067 3.749860 -0.415468 0.04 -0.14 -0.36 0.2627
H -0.694544 3.591442 -2.346358 -0.08 -0.04 0.24 0.2725
H -0.914527 3.752275 -0.572797 0.03 -0.01 -0.17 0.2533
H -1.794663 2.490108 -1.445603 0.37 0.57 -0.25 0.2183
C -3.825030 -0.280030 -1.643960 -0.80 -0.24 -0.28 -0.3560
C -3.629841 -1.458548 -2.437595 1.15 1.27 1.48 0.0772
C -4.619457 -1.876309 -3.345039 -2.08 -0.11 -0.88 -0.0630
C -5.844346 -1.203480 -3.425460 0.05 -0.32 -0.11 -0.2122
C -6.072898 -0.079956 -2.625784 -1.03 -0.66 -0.89 0.0249
C -5.103508 0.332415 -1.696044 2.07 0.54 1.06 -0.0285
Se -2.609922 0.563194 -0.461209 0.02 -0.73 0.13 0.3039
H 1.403780 -2.522203 -0.997971 -1.64 -0.98 -0.79 0.1910
H -2.722788 -2.060118 -2.312686 -0.27 0.28 -0.09 0.2423
H -4.469266 -2.754488 -3.975223 0.13 0.22 0.19 0.2763
H -6.642285 -1.551202 -4.086130 0.42 0.09 0.08 0.2880
H -6.999987 0.502022 -2.688834 0.28 -0.35 -0.12 0.2768
H -5.314097 1.173524 -1.017115 0.04 -0.46 -0.37 0.2656
Cl -2.058301 -4.520079 1.306452 -0.30 -0.47 -0.17 0.0954
C -0.990982 -3.372268 1.965500 -0.81 0.93 -0.10 -0.0786
C -0.213235 -3.668428 3.083425 -0.18 0.85 0.04 -0.1352
C 0.547549 -2.621309 3.597605 0.17 0.34 -0.18 -0.1986
C 0.607454 -1.410415 2.903332 0.17 -0.43 0.09 0.0285
N -0.121020 -1.169213 1.798166 -0.71 -0.27 0.75 -0.5280
C -1.050569 -2.072708 1.433564 1.09 -0.79 0.13 0.0280
H -0.323743 -4.624756 3.581255 0.25 0.00 -0.13 0.2766
H 1.133799 -2.699201 4.512438 -0.20 -0.22 -0.22 0.2645
H 1.269495 -0.613473 3.262841 -0.29 -0.58 -0.42 0.2228
H -1.759389 -1.730498 0.664809 0.45 -0.76 0.36 0.2066
```
Positions in Å, forces in eV/Å.

The expectation value of S² is 8.791. The spin multiplicity is 6. Its energy above the lowest of the compared OMol25 structures with the same formula, charge and spin is 0.2911 eV. Its net charge is +3. Its frontier orbital gap (alpha / beta) is 6.08 / 3.94 eV.

---

Computed, not measured: C22H41F4N5PRu as an isolated structure in a non-equilibrium geometry, with wB97M-V/def2-TZVPD.

XYZ file:
```
74
Properties=species:S:1:pos:R:3:forces:R:3:mulliken_spin:R:1
Ru -0.425200 -0.013400 0.499100 -1.48 2.42 -0.41 0.0226
C 1.422200 1.212000 2.842500 -0.10 0.05 0.34 0.0021
C 0.159900 2.071100 3.086000 0.41 -0.07 0.22 -0.0009
N -0.750400 2.080900 1.929600 -0.32 -1.20 -0.17 -0.0111
C -0.700200 3.343100 1.166600 0.10 0.10 -0.63 0.0039
C -0.571100 3.168200 -0.357700 -0.34 0.24 0.32 -0.0037
N 0.255900 2.032600 -0.763700 -0.73 -1.30 -0.03 0.0022
C 1.700100 2.264200 -0.704900 0.46 -0.06 0.42 -0.0009
C 2.219200 2.162600 0.731100 -0.06 0.09 -0.57 0.0004
N 1.667700 0.989500 1.421300 -0.04 -1.51 -0.39 -0.0039
H 1.272500 0.238600 3.303100 0.09 0.10 -0.05 -0.0013
H 2.285600 1.682300 3.331600 -0.10 -0.06 -0.05 0.0000
H 0.452700 3.093900 3.341700 -0.12 -0.09 0.00 0.0003
H -0.355900 1.663600 3.957300 -0.03 0.07 -0.07 -0.0007
H -1.700100 1.958300 2.270400 0.22 0.01 -0.04 0.0008
H 0.140600 3.938000 1.522200 -0.13 -0.04 0.08 0.0003
H -1.602000 3.934700 1.350400 0.12 -0.01 0.05 -0.0003
H -0.176900 4.112200 -0.757000 -0.05 -0.12 -0.07 0.0000
H -1.562200 3.020600 -0.786000 0.16 0.00 0.01 0.0001
H 0.015500 1.800600 -1.727100 0.06 0.13 0.21 -0.0007
H 1.975300 3.250200 -1.100400 -0.14 -0.09 -0.06 0.0002
H 2.194500 1.512400 -1.318000 -0.07 0.03 -0.02 0.0001
H 1.935200 3.052900 1.287300 0.10 -0.01 0.06 0.0000
H 3.314600 2.126200 0.699700 -0.16 0.07 0.13 0.0000
H 2.317900 0.211300 1.316400 -0.02 0.26 0.15 0.0000
C -3.620600 1.554600 -0.477700 0.07 0.29 -0.03 0.0005
N -2.868400 0.324500 -0.223900 1.18 -0.88 0.37 -0.0028
C -3.449000 -0.306300 0.965900 -0.37 -0.24 0.15 -0.0024
C -2.997100 -0.516300 -1.422900 0.20 -0.24 -0.14 0.0222
C -2.140400 -1.782400 -1.448600 -0.89 0.01 -0.06 -0.0516
N -0.748400 -1.478700 -1.308700 1.00 0.77 1.17 0.5176
C 0.196100 -2.058300 -2.038600 0.31 -0.18 -0.26 0.0404
C 1.533400 -1.617800 -1.825500 0.37 0.50 0.61 0.0996
F 1.699200 -0.726600 -0.803600 0.80 -0.73 -1.16 0.0128
C 2.619600 -2.039400 -2.559100 -0.30 0.21 0.31 -0.0757
F 3.813200 -1.510100 -2.312700 -0.09 -0.09 0.02 -0.0079
C 2.462100 -3.014500 -3.537900 -0.30 0.13 0.20 0.2483
C 1.188600 -3.535200 -3.736800 -0.23 0.11 0.13 -0.0683
F 1.019500 -4.497200 -4.627500 -0.07 0.03 0.02 -0.0096
C 0.082100 -3.086900 -3.027400 -0.17 -0.34 -0.22 0.1871
F -1.092100 -3.689600 -3.252700 0.45 0.23 0.03 0.0179
H -4.689300 1.330100 -0.579000 0.05 -0.04 0.04 -0.0004
H -3.299000 2.024900 -1.405600 0.06 0.01 0.06 0.0007
H -3.500000 2.247600 0.351200 0.01 0.09 0.04 0.0000
H -2.932300 -1.235000 1.204900 -0.11 0.15 -0.02 0.0009
H -4.515400 -0.516400 0.822000 -0.06 0.01 -0.02 0.0005
H -3.358000 0.377200 1.814100 0.03 -0.13 -0.06 0.0001
H -2.708800 0.091400 -2.285300 -0.09 0.02 0.07 0.0035
H -4.043100 -0.817500 -1.556600 -0.03 0.02 -0.06 0.0010
H -2.382200 -2.300700 -2.378200 0.07 0.06 0.16 0.0020
H -2.430000 -2.443400 -0.624500 0.05 0.02 -0.07 0.0368
H 3.303100 -3.371900 -4.109800 0.09 -0.05 -0.08 0.0098
C -0.057400 -3.039700 4.791300 0.03 0.05 -0.05 -0.0001
C 0.062900 -1.941000 3.741500 -0.14 0.14 -0.30 -0.0003
P -0.506500 -2.298900 2.001900 0.47 0.41 0.07 0.0114
C -1.872700 -3.508100 2.399700 0.03 0.36 -0.33 -0.0014
C -2.738200 -4.089500 1.284600 0.01 -0.02 0.07 0.0038
C 0.904400 -3.385700 1.444200 -0.28 0.29 -0.08 -0.0027
C 0.575200 -4.505800 0.464900 0.06 0.05 0.05 -0.0005
H 0.433600 -2.698400 5.700500 0.01 -0.03 0.06 0.0000
H 0.431700 -3.960000 4.484700 0.04 -0.14 -0.03 0.0000
H -1.090400 -3.257100 5.040900 -0.09 -0.06 0.02 0.0001
H 1.119700 -1.677600 3.645400 -0.07 0.12 -0.02 -0.0004
H -0.487100 -1.062000 4.086600 0.11 0.10 -0.04 0.0004
H -2.520600 -3.004400 3.124700 0.14 -0.08 0.06 -0.0001
H -1.366100 -4.326100 2.919100 0.01 0.16 0.05 0.0000
H -3.512000 -3.395200 0.964800 -0.04 0.05 -0.08 -0.0010
H -3.250000 -4.971600 1.666400 -0.05 -0.01 -0.02 0.0001
H -2.160100 -4.406200 0.421700 0.02 -0.02 -0.10 -0.0013
H 1.352400 -3.818800 2.341000 0.00 0.09 0.03 0.0000
H 1.644200 -2.714700 0.994700 0.01 0.00 0.14 -0.0020
H -0.062300 -5.259700 0.919300 -0.07 -0.05 -0.02 0.0001
H 1.497500 -5.000700 0.166500 0.02 -0.05 -0.05 -0.0004
H 0.090000 -4.131500 -0.434200 -0.08 -0.06 -0.06 0.0015
```
Positions in Å, forces in eV/Å.

The expectation value of S² is 0.808. The spin multiplicity is 2. Its energy above the lowest of the compared OMol25 structures with the same formula, charge and spin is 2.1417 eV. Its net charge is +2. Its frontier orbital gap (alpha / beta) is 8.42 / 6.60 eV.